A structure of composition C4H11O2V. Source: OMol25; level of theory: ωB97M-V/def2-TZVPD.

Last column: natural (NBO) charge in e.
Atoms and positions in Å:
C  1.9321  -1.3460  -1.0955  -0.274
O  0.9168  -0.7431  -0.2827  -0.608
C  -0.3583  -0.6219  -0.9278  -0.108
C  -1.3585  -0.1667  0.1069  -0.113
O  -0.7769  0.9353  0.8193  -0.622
C  -1.7047  1.6919  1.6042  -0.266
H  2.8588  -1.3532  -0.5140  0.256
H  1.6368  -2.3746  -1.3343  0.203
H  2.0638  -0.7640  -2.0167  0.216
H  -0.6598  -1.5973  -1.3312  0.237
H  -0.2695  0.1038  -1.7487  0.219
H  -1.5941  -0.9651  0.8249  0.214
H  -2.2792  0.1627  -0.3912  0.236
H  -2.1756  1.0399  2.3512  0.213
H  -1.1412  2.4887  2.0981  0.221
H  -2.4629  2.1263  0.9419  0.223
V  1.1053  0.5964  1.0923  1.200
H  4.2670  0.7868  -0.1965  -0.445

Values from the calculation:
- Total charge: +1
- Molar mass: 142.07 g/mol
- Electronic energy: -1252.99842 Eh
- Spin multiplicity: 4